A molecular structure, C25H26ClN4O4SiTa, computed with ωB97M-V with the def2-TZVPD basis set.

The calculation puts the total energy at -2294.52904 Ha. The HOMO-LUMO gap comes out at 6.72 eV. The net charge is +2.

```
62
Properties=species:S:1:pos:R:3:forces:R:3
C 1.2587 -0.8552 -1.8045 -0.114 0.022 -0.231
H -1.2022 -3.6470 -0.6347 0.000 0.010 0.003
C -0.9628 4.0101 -0.1867 -0.017 0.026 0.005
C -4.0122 -2.7656 -0.0011 -0.038 -0.012 0.001
H 2.5716 0.2484 3.6085 0.008 -0.003 0.009
N -3.1103 1.2551 0.2038 -0.103 0.127 -0.034
C -0.6478 0.9733 3.9200 0.018 -0.035 -0.009
C 1.8185 0.1403 -0.9775 -0.103 -0.003 0.296
C -3.4390 -0.0593 0.0557 0.040 -0.137 0.007
C -3.6154 3.0336 -2.1906 0.032 0.011 0.014
N -0.3612 0.2959 1.8434 -0.019 -0.078 0.149
H -6.0617 -2.1537 -0.2597 0.006 -0.013 0.004
H -0.6675 -2.6223 0.8107 -0.058 -0.085 0.006
H 4.0637 -1.6366 4.2372 -0.002 0.001 0.005
H -0.7776 -2.4214 3.5665 0.000 0.008 0.000
H -1.6516 2.9730 5.2877 -0.031 0.019 -0.031
H 1.9321 -2.5156 1.0510 -0.029 -0.010 0.023
C -1.4376 1.7966 3.1288 0.050 -0.016 0.017
H -5.9211 3.7281 -0.1542 0.009 -0.007 -0.013
C 2.1808 -0.7552 3.7218 0.020 -0.064 0.003
H -4.2196 -3.8257 0.0163 -0.018 0.003 -0.005
H -2.7199 2.5834 -2.6200 -0.005 -0.004 -0.005
C -1.5142 -3.1704 0.2916 0.003 -0.030 0.019
N -2.4456 -0.9772 0.1095 -0.169 0.132 0.104
H 0.9930 -3.0621 -1.4669 0.013 0.004 -0.014
C 2.0642 -0.4129 0.2871 0.142 -0.082 -0.123
C 1.6904 -1.7978 0.2840 0.198 0.028 -0.253
C -5.0380 -1.8219 -0.1459 0.017 -0.034 -0.014
C -5.0450 3.6672 0.4943 0.009 0.018 0.010
Ta -0.2666 -0.7603 -0.0874 -0.178 0.560 -0.202
H -1.3641 5.0185 -0.1588 -0.016 -0.006 -0.009
H -0.6478 3.7255 -1.1855 -0.019 -0.011 -0.017
N -0.0304 0.0730 3.1360 -0.096 0.077 -0.168
C 1.1228 -3.3165 4.0480 0.062 0.005 0.008
H 0.9601 -0.7074 -2.8321 0.047 -0.072 -0.007
C 1.1998 -2.0839 -1.0633 0.289 -0.119 0.274
C -1.2016 1.3294 1.8228 0.046 -0.033 -0.023
H -0.1432 3.9164 0.5202 -0.010 0.000 0.015
Cl -0.4056 0.9601 5.5950 -0.012 0.020 0.015
O -2.0301 3.1311 0.2661 0.082 -0.023 0.025
H -5.2977 3.1868 1.4361 -0.008 -0.008 0.000
Si -3.6815 2.8199 -0.3703 -0.001 0.015 0.045
H -1.7063 -3.9641 1.0154 0.007 0.002 0.020
C -2.7315 -2.3073 0.1259 -0.040 0.100 -0.010
C 0.8350 -1.0082 3.5236 0.012 0.027 0.035
H 1.9119 1.1829 -1.2371 0.057 -0.006 -0.007
O -0.8846 1.2461 -0.5032 0.112 -0.204 -0.005
C 3.0088 -1.8118 4.0765 0.020 0.069 -0.005
C 0.2876 -2.2694 3.6940 -0.055 -0.003 -0.020
C -4.7648 -0.4757 -0.1093 0.054 0.003 0.011
H -4.7392 4.6901 0.7323 -0.010 0.005 -0.004
H -3.6443 4.0946 -2.4524 -0.006 -0.003 -0.014
H -5.5587 0.2571 -0.1631 0.006 0.008 0.009
C 2.4823 -3.0861 4.2320 -0.047 -0.040 -0.007
C -1.7110 1.6497 0.4243 -0.144 -0.138 0.048
O -2.3455 3.3639 4.7366 0.034 -0.006 0.041
H -4.4904 2.5741 -2.6577 -0.007 -0.003 0.007
C -2.3991 2.8603 3.5102 -0.069 0.024 -0.012
H 3.1328 -3.9034 4.5122 -0.005 -0.004 0.002
H 0.7145 -4.3072 4.1943 0.004 -0.002 0.005
H 2.4530 0.1302 1.1326 0.014 -0.031 0.002
O -3.2176 3.2485 2.7195 0.015 0.002 0.008
```
Forces are in eV/Å.

These are the Mulliken partial charges, in e, on atoms 1 to 2: -0.4428 0.3167